[1]
DFT (ωB97M-V/def2-TZVPD) results for C6H10 in the gas phase.

Element x y z (Å)
C: 1.871 1.117 0.389
C: 1.558 0.009 -0.281
C: 0.244 -0.035 -0.979
C: -0.781 0.964 -0.389
C: -1.075 -0.488 -0.400
C: -1.165 -1.319 0.844
H: 2.710 1.210 1.064
H: 1.230 1.985 0.271
H: 2.279 -0.805 -0.370
H: 0.316 -0.319 -2.036
H: -1.272 1.703 -1.008
H: -0.594 1.348 0.619
H: -1.776 -0.757 -1.182
H: -1.089 -2.375 0.564
H: -2.112 -1.152 1.365
H: -0.344 -1.087 1.529

SMILES string: C=C[C@@H]1C[C@@H]1C
E_HOMO, eV: -9.07
Max |F|, eV/Å: 0.90
Charge: 0

And the Löwdin charges, in e, turn out to be: number 1, C, carries -0.001; number 2, C, carries -0.153; number 3, C, carries -0.241; number 4, C, carries -0.105; number 5, C, carries -0.334; number 6, C, carries -0.067; number 7, H, carries 0.053; number 8, H, carries 0.054; number 9, H, carries 0.099; number 10, H, carries 0.134; number 11, H, carries 0.099; number 12, H, carries 0.100; number 13, H, carries 0.129; number 14, H, carries 0.078; number 15, H, carries 0.076; number 16, H, carries 0.078

---

[2]
DFT (ωB97M-V/def2-TZVPD) results for C6H10 in the gas phase at a distorted geometry.

Element x y z (Å)
C: 0.624 0.291 -1.187
C: 1.255 -0.537 -0.050
C: 0.212 -0.243 1.084
C: -0.524 1.130 0.754
C: -0.787 0.412 -0.594
C: -0.921 -0.880 0.268
H: 1.076 1.277 -1.369
H: 0.662 -0.279 -2.115
H: 2.328 -0.347 0.159
H: 0.963 -1.582 -0.337
H: 0.534 -0.651 2.064
H: 0.102 2.021 0.787
H: -1.513 1.392 1.207
H: -1.593 0.681 -1.290
H: -1.838 -0.893 0.865
H: -0.581 -1.791 -0.247

SMILES string: C1C[C@H]2C[C@@H]1C2
E_HOMO, eV: -10.47
Max |F|, eV/Å: 2.14
Charge: 0

And the Löwdin charges, in e, turn out to be: number 1, C, carries -0.173; number 2, C, carries -0.167; number 3, C, carries -0.242; number 4, C, carries -0.099; number 5, C, carries -0.281; number 6, C, carries -0.149; number 7, H, carries 0.109; number 8, H, carries 0.103; number 9, H, carries 0.114; number 10, H, carries 0.095; number 11, H, carries 0.132; number 12, H, carries 0.096; number 13, H, carries 0.116; number 14, H, carries 0.132; number 15, H, carries 0.114; number 16, H, carries 0.100

---

[3]
DFT (ωB97M-V/def2-TZVPD) results for C6H10 in the gas phase.

Element x y z (Å)
C: 0.302 0.501 2.273
C: 0.505 0.018 0.839
C: -0.811 -0.423 0.180
C: -0.675 -0.864 -1.247
C: -0.189 -0.026 -2.235
C: 0.004 1.122 -2.834
H: -0.390 1.350 2.309
H: 1.248 0.823 2.720
H: -0.112 -0.293 2.906
H: 0.943 0.820 0.232
H: 1.218 -0.817 0.823
H: -1.268 -1.225 0.770
H: -1.499 0.437 0.182
H: 0.570 -0.907 -2.286
H: -0.861 -1.908 -1.495
H: 1.016 1.393 -3.139

E_HOMO (spin up / spin down), eV: -7.86 / -7.86
Max |F|, eV/Å: 0.49
Charge: 0

And the Löwdin charges, in e, turn out to be: number 1, C, carries -0.119; number 2, C, carries -0.265; number 3, C, carries -0.207; number 4, C, carries -0.099; number 5, C, carries -0.346; number 6, C, carries 0.065; number 7, H, carries 0.075; number 8, H, carries 0.071; number 9, H, carries 0.073; number 10, H, carries 0.108; number 11, H, carries 0.111; number 12, H, carries 0.114; number 13, H, carries 0.130; number 14, H, carries 0.178; number 15, H, carries 0.108; number 16, H, carries 0.005

---

[4]
DFT (ωB97M-V/def2-TZVPD) results for a 2-piece molecular cluster, C6H10 overall at a distorted geometry.

Element x y z (Å)
C: 0.737 -0.705 -1.818
C: -0.104 -0.267 -0.888
C: -0.004 -1.201 0.233
C: 0.242 -0.498 1.330
C: 0.332 0.999 1.060
C: -0.185 1.162 -0.390
H: 1.508 -0.049 -2.179
H: 0.802 -1.768 -2.020
H: -0.060 -2.273 0.093
H: 0.353 -0.942 2.303
H: 1.382 1.318 1.125
H: -0.234 1.601 1.777
H: 0.434 1.802 -1.026
H: -1.191 1.608 -0.399
H: -1.973 -0.397 0.768
H: -2.060 -0.395 0.024

SMILES string: C=C1C=CCC1.[H][H]
E_HOMO, eV: -7.98
Max |F|, eV/Å: 1.44
Charge: 0

And the Löwdin charges, in e, turn out to be: number 1, C, carries 0.068; number 2, C, carries -0.354; number 3, C, carries -0.183; number 4, C, carries -0.148; number 5, C, carries -0.172; number 6, C, carries -0.167; number 7, H, carries 0.071; number 8, H, carries 0.069; number 9, H, carries 0.122; number 10, H, carries 0.096; number 11, H, carries 0.110; number 12, H, carries 0.103; number 13, H, carries 0.107; number 14, H, carries 0.102; number 15, H, carries 0.096; number 16, H, carries 0.081

---

[5]
DFT (ωB97M-V/def2-TZVPD) results for C6H10 as an isolated structure.

Element x y z (Å)
C: -1.484 0.225 -1.142
C: -0.281 0.898 -0.501
C: 0.168 0.447 0.850
C: -0.182 -0.739 1.535
C: 1.300 -0.762 0.033
C: 1.114 0.388 -0.869
H: -2.425 0.481 -0.638
H: -1.376 -0.865 -1.136
H: -1.553 0.539 -2.189
H: -0.358 1.987 -0.561
H: 0.755 1.180 1.402
H: 0.284 -0.980 2.482
H: -0.979 -1.370 1.157
H: 0.893 -1.730 -0.253
H: 2.248 -0.855 0.566
H: 1.877 1.154 -0.737

E_HOMO, eV: -6.21
Max |F|, eV/Å: 0.60
Charge: 0

And the Löwdin charges, in e, turn out to be: number 1, C, carries -0.069; number 2, C, carries -0.360; number 3, C, carries -0.234; number 4, C, carries -0.036; number 5, C, carries -0.062; number 6, C, carries -0.153; number 7, H, carries 0.080; number 8, H, carries 0.073; number 9, H, carries 0.079; number 10, H, carries 0.136; number 11, H, carries 0.144; number 12, H, carries 0.063; number 13, H, carries 0.066; number 14, H, carries 0.093; number 15, H, carries 0.108; number 16, H, carries 0.072

---

[6]
DFT (ωB97M-V/def2-TZVPD) results for C6H10 in the gas phase at a distorted geometry.

Element x y z (Å)
C: 2.351 0.274 0.061
C: 1.475 0.855 0.627
C: 0.175 1.260 1.075
C: -0.764 0.069 0.125
C: -0.708 0.183 -1.437
C: -0.547 -1.455 0.430
H: 3.298 -0.045 -0.282
H: 0.067 2.361 0.880
H: 0.167 1.229 2.197
H: -1.779 0.310 0.426
H: -1.525 -0.417 -1.884
H: 0.210 -0.210 -1.903
H: -0.855 1.205 -1.791
H: -0.573 -1.685 1.497
H: -1.365 -2.044 -0.029
H: 0.374 -1.891 0.010

SMILES string: C#CCC(C)C
E_HOMO, eV: -9.47
Max |F|, eV/Å: 1.39
Charge: 0

And the Löwdin charges, in e, turn out to be: number 1, C, carries 0.096; number 2, C, carries -0.228; number 3, C, carries -0.112; number 4, C, carries -0.311; number 5, C, carries -0.104; number 6, C, carries -0.103; number 7, H, carries 0.020; number 8, H, carries 0.108; number 9, H, carries 0.108; number 10, H, carries 0.098; number 11, H, carries 0.077; number 12, H, carries 0.069; number 13, H, carries 0.067; number 14, H, carries 0.067; number 15, H, carries 0.077; number 16, H, carries 0.069

---

[7]
DFT (ωB97M-V/def2-TZVPD) results for C6H10 in the gas phase at a distorted geometry.

Element x y z (Å)
C: -2.421 -0.132 -0.146
C: -1.151 -0.429 0.118
C: 0.038 0.372 -0.193
C: -0.068 1.696 -0.432
C: 1.309 -0.381 -0.386
C: 1.906 -0.914 0.932
H: -3.209 -0.825 0.135
H: -2.853 0.695 -0.690
H: -0.940 -1.285 0.762
H: -1.045 2.086 -0.677
H: 0.833 2.269 -0.591
H: 2.062 0.167 -0.967
H: 1.076 -1.145 -1.140
H: 2.754 -0.352 1.312
H: 1.152 -1.096 1.698
H: 2.247 -1.928 0.660

SMILES string: C=CC(=C)CC
E_HOMO, eV: -8.66
Max |F|, eV/Å: 2.11
Charge: 0

And the Löwdin charges, in e, turn out to be: number 1, C, carries 0.011; number 2, C, carries -0.151; number 3, C, carries -0.355; number 4, C, carries 0.068; number 5, C, carries -0.234; number 6, C, carries -0.090; number 7, H, carries 0.051; number 8, H, carries 0.054; number 9, H, carries 0.103; number 10, H, carries 0.054; number 11, H, carries 0.060; number 12, H, carries 0.109; number 13, H, carries 0.116; number 14, H, carries 0.068; number 15, H, carries 0.064; number 16, H, carries 0.072

---

Relative energy (zero: lowest compared OMol25 entry of this formula, charge and spin), respectively: 160.6, 155.5, 475.1, 329.3, 481.1, 266.0, 142.6 kJ/mol.
DFT total energy, respectively: -6382.195, -6382.248, -6378.936, -6380.446, -6378.873, -6381.103, -6382.381 eV.